Formula: C16H42F3NaO14
Source: the OMol25 dataset
Level of theory: wB97M-V/def2-TZVPD

Properties
Frontier orbital gap (alpha / beta), eV: 7.567 / 4.305
Spin multiplicity: 2
Net charge: +1
E, eV: -58492.0923
<S²>: 0.755

XYZ file:
```
76
C16H42F3NaO14 (wB97M-V/def2-TZVPD)
Na 1.52 3.21 1.11
C 1.04 -0.25 -0.04
O 0.12 -0.30 -1.19
O 1.92 0.84 -0.21
C 0.47 -0.69 1.40
F -0.02 -1.91 1.50
F 1.44 -0.70 2.29
F -0.32 0.22 1.91
C -1.31 -0.23 -1.16
C -2.03 -1.65 -1.26
H -1.76 -2.01 -2.25
H -1.67 -2.36 -0.52
H -3.10 -1.52 -1.15
H -1.38 0.39 -2.06
H -1.79 0.43 -0.44
H 1.69 -1.07 -0.36
C -5.76 -2.41 -3.26
C -6.01 -3.03 -1.80
O -5.59 -4.44 -1.85
O -6.33 -3.02 -4.43
H -4.70 -2.59 -3.42
H -5.96 -1.34 -3.34
H -7.07 -2.93 -1.59
H -5.42 -2.31 -1.23
H -5.55 -4.75 -2.75
H -5.72 -2.86 -5.15
C 1.84 2.14 -5.05
C 1.44 1.75 -3.68
O 2.12 2.35 -2.61
O 1.62 3.48 -5.29
H 1.51 1.44 -5.82
H 2.93 2.01 -5.04
H 1.67 0.69 -3.59
H 0.39 1.98 -3.50
H 2.01 1.77 -1.85
H 1.82 3.86 -4.43
C 0.06 1.63 5.53
C -0.12 0.51 6.55
O 1.10 -0.29 6.73
O 0.97 2.48 5.85
H -0.84 2.23 5.46
H 0.34 1.29 4.53
H -0.88 -0.18 6.17
H -0.49 0.91 7.50
H 1.47 -0.65 5.92
H 1.70 1.96 6.20
C -1.37 5.42 -2.11
C -0.97 4.01 -1.51
O 0.41 4.04 -1.14
O -0.93 5.47 -3.48
H -0.93 6.24 -1.54
H -2.45 5.45 -2.09
H -1.24 3.16 -2.14
H -1.61 3.86 -0.64
H 0.82 4.23 -1.98
H -0.92 6.39 -3.75
C 5.70 -0.54 -1.68
C 5.88 0.62 -0.87
O 4.82 1.55 -1.21
O 4.36 -1.12 -1.49
H 6.55 -1.21 -1.53
H 5.77 -0.18 -2.70
H 6.82 1.10 -1.13
H 5.99 0.37 0.19
H 3.95 1.18 -1.02
H 3.70 -0.43 -1.49
C 0.39 -3.98 5.11
C -0.83 -3.92 4.12
O -1.78 -5.06 4.21
O 1.01 -5.24 5.23
H 0.19 -3.56 6.09
H 1.14 -3.43 4.55
H -0.34 -4.05 3.16
H -1.33 -2.96 4.21
H -1.38 -5.89 3.94
H 1.23 -5.59 4.37
```

Listed below, in e, are the Löwdin charges computed for each atom:
1 Na 0.79
2 C -0.20
3 O -0.08
4 O 0.07
5 C -0.59
6 F 0.20
7 F 0.16
8 F 0.18
9 C -0.22
10 C -0.02
11 H 0.08
12 H 0.07
13 H 0.06
14 H 0.11
15 H 0.11
16 H 0.20
17 C -0.24
18 C -0.17
19 O -0.08
20 O -0.08
21 H 0.10
22 H 0.11
23 H 0.11
24 H 0.09
25 H 0.07
26 H 0.08
27 C -0.26
28 C -0.26
29 O -0.07
30 O -0.02
31 H 0.14
32 H 0.12
33 H 0.13
34 H 0.12
35 H 0.02
36 H 0.07
37 C -0.37
38 C -0.17
39 O -0.08
40 O -0.02
41 H 0.13
42 H 0.10
43 H 0.11
44 H 0.13
45 H 0.07
46 H 0.10
47 C -0.20
48 C -0.20
49 O -0.10
50 O -0.06
51 H 0.12
52 H 0.12
53 H 0.11
54 H 0.11
55 H 0.08
56 H 0.09
57 C -0.22
58 C -0.24
59 O -0.06
60 O -0.06
61 H 0.14
62 H 0.13
63 H 0.14
64 H 0.13
65 H 0.01
66 H 0.03
67 C -0.25
68 C -0.18
69 O -0.08
70 O -0.05
71 H 0.12
72 H 0.10
73 H 0.09
74 H 0.11
75 H 0.07
76 H 0.09